One molecule with the formula C5H9NO at a distorted geometry, computed with ωB97M-V with the def2-TZVPD basis set.

Results
energy relative to the best compared isomer or geometry (same formula, charge and spin)	92.8	kcal per mole
structure (SMILES)	[H]/N=C(/C)OC1CC1
maximum force	2.738	eV/Å

```
! RIJCOSX wB97M-V def2-TZVPD def2/J DEFGRID3
* xyz 0 1
C 0.30 1.00 -0.25
C -0.61 -0.81 1.21
H -2.15 -2.42 1.08
C 0.93 1.03 -1.61
H 1.52 2.86 -0.46
H -0.61 1.56 -0.05
H 0.67 -2.00 1.75
C 1.58 1.77 -0.46
N -0.27 -1.72 2.01
H 1.41 0.11 -1.92
C -1.92 -1.43 0.63
H 2.50 1.37 -0.06
H -2.79 -0.80 0.72
H -1.61 -1.63 -0.39
O 0.39 -0.22 0.46
H 0.46 1.60 -2.41
*
```

An isolated ion of composition C7H14N2O4P and charge -1 at a distorted geometry, computed with ωB97M-V with the def2-TZVPD basis set.

Results
E	-1026.97859	Eh
structure (SMILES)	CC(=O)OCCCN(CC(=O)[O-])[PH2]=N
maximum force	1.181	eV/Å

```
! RIJCOSX wB97M-V def2-TZVPD def2/J DEFGRID3
* xyz -1 1
C -0.83 -0.44 -1.71
H -2.07 3.39 0.75
H -1.56 -0.43 1.23
H 4.07 0.63 2.05
H -0.33 1.66 0.82
O -4.15 -1.43 1.20
H 0.66 -1.91 -2.00
C 0.27 -1.34 -1.15
O 2.13 -1.48 0.38
N -2.11 3.04 -0.20
H 4.38 0.04 0.38
C -3.66 -0.34 0.81
O -4.14 0.80 0.82
H 2.14 -0.31 -1.32
N -1.68 0.31 -0.77
C 1.43 -0.59 -0.54
H 3.03 1.10 0.71
H 1.11 0.29 0.00
H -0.39 0.27 -2.41
C -2.19 -0.53 0.34
H -0.10 -2.08 -0.45
H -0.22 2.04 -1.41
P -1.13 1.84 -0.35
H -2.13 -1.57 0.05
O 2.60 -1.30 2.53
C 3.63 0.29 1.13
H -1.49 -1.06 -2.31
C 2.73 -0.88 1.42
*
```

One molecule with the formula C23H29FN4O5, computed with ωB97M-V with the def2-TZVPD basis set.

Results
E	-1588.97423	Eh
structure (SMILES)	COCCNC(=O)[C@@H](c1ccc(F)cc1)N(CCOC)C(=O)CCC(=O)Nc1ccccn1
maximum force	0.793	eV/Å

```
! RIJCOSX wB97M-V def2-TZVPD def2/J DEFGRID3
* xyz 0 1
C 2.40 3.55 1.59
C -2.35 -2.29 -4.52
F 2.90 -4.76 -1.43
H -4.31 -3.12 -4.23
H 3.86 -3.53 0.63
C 2.48 -3.55 -1.00
C -0.46 -2.23 2.09
O 3.77 5.55 1.15
C 1.08 0.25 0.33
C -2.47 0.71 1.60
C -1.46 -1.34 -4.05
N -3.07 0.25 -1.38
H 0.98 -0.74 2.65
C 1.63 -1.08 -0.11
H -4.56 1.25 1.39
C -1.17 0.90 0.84
C -3.87 -1.56 -2.83
C -3.58 -2.40 -3.89
C -2.03 -2.67 0.36
H -2.32 0.93 -1.30
H -0.68 -0.33 3.10
H -1.58 -1.92 -0.30
H 1.05 -3.35 -2.57
O 2.84 0.80 1.93
H 5.26 6.31 2.26
C -3.67 1.18 0.75
C 1.49 -2.89 -1.70
C 3.23 4.38 0.59
H 3.10 -1.31 1.43
N -0.14 0.08 1.13
O -1.82 -2.37 1.72
N -1.72 -0.54 -3.03
O -4.86 -0.63 -0.28
H -2.61 -0.33 1.88
H 0.30 -1.13 -1.79
C 1.07 -1.65 -1.25
H 0.19 -2.70 1.35
C -3.96 0.17 -0.35
H -1.63 -3.66 0.10
H -0.48 -1.21 -4.50
H -2.09 -2.92 -5.36
H 3.05 3.09 2.34
H 4.02 3.75 0.16
C -2.90 -0.64 -2.43
C 3.07 -2.99 0.12
H 1.68 4.21 2.08
H -0.34 -2.74 3.05
C -0.06 -0.76 2.31
H -3.11 -2.67 0.22
H 5.62 4.71 1.56
C 4.85 5.33 2.03
C 2.00 1.18 1.13
H -3.46 2.16 0.32
H -2.42 1.32 2.51
C 2.64 -1.76 0.56
H 4.53 4.86 2.96
N 1.71 2.48 0.91
H 2.58 4.73 -0.22
H -4.82 -1.61 -2.31
O -1.07 1.76 -0.03
H 0.76 0.79 -0.57
H 0.95 2.72 0.29
*
```

A 6-piece molecular cluster, C22H34N5O5P2 overall at a distorted geometry, computed with ωB97M-V with the def2-TZVPD basis set.

Results
E	-2191.47785	Eh
maximum force	1.987	eV/Å

```
! RIJCOSX wB97M-V def2-TZVPD def2/J DEFGRID3
* xyz -1 1
H -5.86 -4.56 5.12
H 7.30 2.88 -4.39
H -1.12 -3.75 -1.26
C 5.11 3.36 -4.33
H -5.23 0.40 -0.42
C -6.30 -1.56 3.85
C 5.92 6.14 -0.78
O 2.37 -2.74 -0.11
C -7.19 -1.59 -1.94
H 0.64 -0.43 0.73
H 0.96 -2.91 -2.54
H 8.99 7.11 -1.45
C -6.01 -3.68 4.51
C 6.30 2.65 -4.05
H 7.89 5.39 -3.24
H 6.55 0.82 -2.79
C 4.08 2.71 -3.69
C -6.73 -0.32 -1.71
H 0.41 0.66 -1.04
C 8.00 6.67 -1.41
P 0.01 -0.63 -0.57
H -2.29 -2.21 -2.64
H 7.10 7.51 0.45
C -0.70 -1.27 4.37
H 2.10 -0.74 2.95
O 1.74 -2.37 -2.63
C -6.43 -2.46 -1.11
C 7.01 6.89 -0.42
H 4.96 6.02 -0.30
H -7.03 0.63 -2.14
H 2.32 -2.62 4.59
H -2.77 -1.25 -1.23
H 5.58 4.87 -2.43
C 7.47 5.81 -2.34
H 3.03 2.92 -3.65
O -0.86 -0.97 -2.03
H -6.05 -1.99 5.98
C -6.11 -2.34 4.96
N 6.21 5.49 -1.94
H -0.19 0.24 2.80
H -6.12 -4.47 2.42
H -1.74 -1.10 4.57
C -1.94 -1.81 -1.69
O -0.39 -2.23 0.05
C -1.41 -2.87 -0.66
H -6.42 -0.49 3.75
H 4.08 0.98 -2.48
H 2.17 -2.44 0.77
H -0.12 -2.95 5.72
N 4.61 1.64 -3.03
C 1.40 -2.09 4.42
H -6.44 -2.06 1.81
C -5.55 -1.69 -0.41
N 1.33 -1.07 3.51
H -2.11 -3.18 0.11
N -5.74 -0.39 -0.78
P 1.94 -1.54 -1.19
C 0.15 -2.23 4.97
H -6.53 -3.53 -1.04
H -1.17 -0.02 0.03
C -6.14 -3.67 3.15
H 5.01 4.25 -4.94
H -7.97 -1.87 -2.63
N -6.32 -2.37 2.76
C 0.06 -0.57 3.47
H -4.80 -1.95 0.32
C 5.95 1.59 -3.24
O 3.08 -0.57 -1.41
*
```

C4H5NOS as an isolated structure at a distorted geometry, computed with ωB97M-V with the def2-TZVPD basis set.

Results
energy relative to the best compared isomer or geometry (same formula, charge and spin)	87.9	kcal per mole
maximum force	3.258	eV/Å

```
! RIJCOSX wB97M-V def2-TZVPD def2/J DEFGRID3
* xyz 0 1
H 1.13 1.20 -1.74
C 0.47 1.95 -1.08
C 0.59 -0.31 0.86
H -1.66 -2.06 -0.12
C 0.47 -1.28 -0.20
O 1.13 -1.97 -0.89
H -1.51 -0.26 1.93
C -0.74 -0.50 1.18
N -0.95 -1.36 0.10
H 0.91 2.18 -0.13
H 1.26 0.30 1.33
S -1.10 2.11 -1.25
*
```

What did the fifth record say?
C4H5NOS as an isolated structure at a distorted geometry, computed with ωB97M-V with the def2-TZVPD basis set.

Results
energy relative to the best compared isomer or geometry (same formula, charge and spin)	87.9	kcal per mole
maximum force	3.258	eV/Å

```
! RIJCOSX wB97M-V def2-TZVPD def2/J DEFGRID3
* xyz 0 1
H 1.13 1.20 -1.74
C 0.47 1.95 -1.08
C 0.59 -0.31 0.86
H -1.66 -2.06 -0.12
C 0.47 -1.28 -0.20
O 1.13 -1.97 -0.89
H -1.51 -0.26 1.93
C -0.74 -0.50 1.18
N -0.95 -1.36 0.10
H 0.91 2.18 -0.13
H 1.26 0.30 1.33
S -1.10 2.11 -1.25
*
```